(1)
{"formula": "C5H13FNO", "method": "wB97M-V/def2-TZVPD", "species": ["C", "C", "C", "C", "C", "N", "O", "F", "H", "H", "H", "H", "H", "H", "H", "H", "H", "H", "H", "H", "H"], "xyz": [[-2.8120, 0.6237, 1.1675], [-2.2010, -0.0449, -1.1560], [3.3715, 0.5099, -0.6360], [1.0644, 0.3352, -0.2063], [-2.3241, -0.3469, 0.1054], [0.9917, -1.1307, 0.5261], [2.1771, 0.8056, 0.3178], [-2.2409, -1.7046, 0.5522], [-2.8864, 1.6165, 0.6905], [-2.1392, 0.8171, 2.0726], [-3.8290, 0.3909, 1.3747], [-2.1541, 1.0382, -1.3033], [0.2977, 1.0361, 0.3038], [-2.1631, -0.8080, -1.9449], [4.3897, 0.2669, -0.2079], [3.3931, 1.2883, -1.3008], [3.0338, -0.3594, -1.2657], [1.0769, -0.1187, -1.2066], [1.5576, -1.7375, -0.1212], [1.2674, -0.8523, 1.4742], [0.1289, -1.6252, 0.7640]], "lowdin_charge": [-0.033, 0.050, 0.055, -0.213, -0.387, 0.206, -0.137, -0.035, 0.085, 0.106, 0.078, 0.086, 0.176, 0.093, 0.126, 0.059, 0.090, 0.133, 0.174, 0.160, 0.127], "total_charge": 1, "homo_energy_ev": -13.559, "molar_mass_g_mol": 122.2, "gap_ev": 10.121}

=====

(2)
{"formula": "C33H28NO5", "method": "wB97M-V/def2-TZVPD", "species": ["C", "C", "N", "C", "C", "C", "O", "H", "H", "H", "H", "H", "H", "H", "H", "H", "H", "H", "H", "C", "C", "C", "C", "C", "C", "C", "O", "C", "C", "C", "C", "C", "C", "C", "O", "H", "H", "H", "H", "H", "H", "H", "H", "C", "C", "C", "C", "C", "C", "C", "O", "C", "C", "C", "C", "C", "C", "C", "O", "H", "H", "H", "H", "H", "H", "H", "H"], "xyz": [[-5.6213, -1.0809, 2.4536], [-4.9506, -2.0976, 1.9509], [-4.2316, -3.0184, 2.8618], [-3.0790, -2.4098, 3.6393], [-2.3000, -1.3194, 2.9309], [-1.2684, -0.7987, 3.9506], [-1.9088, -0.1764, 5.0533], [-6.2717, -1.1692, 3.3183], [-5.5463, -0.1137, 1.9743], [-4.9193, -2.3087, 0.8938], [-4.9179, -3.3371, 3.5587], [-3.9578, -3.8638, 2.3571], [-2.3774, -3.2263, 3.8079], [-3.3984, -2.0950, 4.6273], [-1.7196, -1.6903, 2.0865], [-2.8929, -0.4562, 2.6398], [-0.6881, -1.6164, 4.3720], [-0.6154, -0.0697, 3.4581], [-2.5187, 0.5050, 4.7376], [0.8483, 2.0658, 3.1913], [-0.4167, 2.6375, 3.0759], [-0.7525, 3.3705, 1.9506], [0.1797, 3.5449, 0.9356], [1.4540, 2.9906, 1.0607], [1.7823, 2.2441, 2.1862], [2.4796, 3.2006, 0.0027], [3.5842, 2.7121, 0.1093], [2.1232, 4.0233, -1.1841], [3.0826, 4.2736, -2.1554], [2.7562, 5.0263, -3.2719], [1.4673, 5.5261, -3.4263], [0.5069, 5.2855, -2.4571], [0.8321, 4.5424, -1.3296], [-0.2004, 4.3174, -0.2819], [-1.3274, 4.7490, -0.4102], [1.1058, 1.4855, 4.0688], [-1.1438, 2.5072, 3.8689], [-1.7371, 3.8096, 1.8587], [2.7678, 1.8061, 2.2737], [4.0843, 3.8832, -2.0371], [3.5069, 5.2241, -4.0256], [1.2139, 6.1083, -4.3025], [-0.4942, 5.6779, -2.5741], [0.8519, 1.1290, -1.8954], [0.2058, 0.9245, -3.1106], [0.1680, -0.3407, -3.6728], [0.7848, -1.4056, -3.0270], [1.4519, -1.1955, -1.8178], [1.4743, 0.0729, -1.2509], [2.1570, -2.3132, -1.1323], [2.7287, -2.1315, -0.0760], [2.1482, -3.6557, -1.7740], [2.8478, -4.6995, -1.1803], [2.8377, -5.9569, -1.7602], [2.1208, -6.1805, -2.9317], [1.4257, -5.1432, -3.5304], [1.4439, -3.8762, -2.9603], [0.7198, -2.7637, -3.6339], [0.0941, -2.9568, -4.6554], [0.8719, 2.1117, -1.4574], [-0.2694, 1.7551, -3.6176], [-0.3375, -0.5024, -4.6153], [1.9821, 0.2332, -0.3081], [3.4031, -4.5263, -0.2684], [3.3880, -6.7670, -1.2996], [2.1093, -7.1655, -3.3797], [0.8724, -5.3149, -4.4438]], "lowdin_charge": [0.076, -0.123, 0.067, -0.114, -0.152, -0.244, -0.063, 0.094, 0.093, 0.132, 0.186, 0.184, 0.141, 0.137, 0.132, 0.108, 0.131, 0.095, 0.091, -0.069, -0.071, 0.002, -0.081, -0.089, 0.009, -0.307, 0.121, -0.117, 0.011, -0.042, -0.046, 0.004, -0.107, -0.284, 0.110, 0.113, 0.101, 0.121, 0.128, 0.126, 0.112, 0.112, 0.123, -0.032, -0.033, 0.003, -0.083, -0.080, 0.017, -0.280, 0.103, -0.087, -0.003, -0.054, -0.052, 0.000, -0.085, -0.279, 0.110, 0.069, 0.113, 0.123, 0.115, 0.121, 0.110, 0.110, 0.122], "total_charge": 1, "homo_energy_ev": -11.456, "molar_mass_g_mol": 518.6, "gap_ev": 7.420}

=====

(3)
{"formula": "C3H7N3", "method": "wB97M-V/def2-TZVPD", "species": ["H", "N", "C", "N", "C", "N", "C", "H", "H", "H", "H", "H", "H"], "xyz": [[-1.5314, -1.3192, -0.2622], [-2.1607, -0.5251, 0.0513], [-1.4410, 0.5455, 0.1473], [0.0005, 0.3076, -0.3512], [1.0994, 1.3980, 0.0051], [0.3183, -0.9818, -0.1678], [1.6988, -1.0645, 0.2386], [-1.8653, 1.6665, 0.6248], [1.9876, 1.6735, -0.8943], [0.3821, 2.3511, 0.0573], [1.5728, 1.0655, 0.9952], [2.4196, -0.1404, 0.2910], [1.7848, -2.1759, 0.1168]], "lowdin_charge": [0.043, 0.032, -0.218, -0.254, -0.110, -0.065, -0.010, 0.172, 0.154, 0.089, 0.060, 0.052, 0.056], "smiles": "[H]/N=C\\N(C)N=C", "homo_energy_ev": -8.710, "molar_mass_g_mol": 85.1, "gap_ev": 9.257}

=====

(4)
{"formula": "C14H12ClI2NW", "method": "wB97M-V/def2-TZVPD", "species": ["W", "I", "C", "I", "H", "H", "Cl", "N", "C", "C", "C", "C", "C", "C", "C", "C", "C", "C", "C", "C", "C", "H", "H", "H", "H", "H", "H", "H", "H", "H", "H"], "xyz": [[2.2750, 2.1993, 0.0382], [3.4681, 1.7370, 2.3750], [2.4023, 3.3421, 3.3340], [1.2688, 4.0760, 1.6598], [3.0925, 4.1003, 3.6935], [1.7487, 2.9638, 4.1145], [3.5711, 2.9853, -1.5708], [1.0282, 0.9717, -0.1573], [0.1104, 0.0075, -0.3598], [-1.2724, 0.3893, -0.3834], [-1.6520, 1.6718, -0.8257], [-2.9818, 2.0246, -0.8459], [-3.9462, 1.1243, -0.3922], [-3.5838, -0.1341, 0.0743], [-2.2560, -0.5118, 0.0703], [0.5721, -1.3469, -0.5419], [-0.1885, -2.2450, -1.3128], [0.2739, -3.5276, -1.5351], [1.4813, -3.9334, -0.9847], [2.2486, -3.0535, -0.2190], [1.8085, -1.7672, -0.0139], [-0.9025, 2.3499, -1.2126], [-3.2829, 2.9916, -1.2243], [-4.9895, 1.4111, -0.4036], [-4.3377, -0.8156, 0.4428], [-1.9653, -1.4747, 0.4658], [-1.1049, -1.9127, -1.7796], [-0.2992, -4.2092, -2.1480], [1.8358, -4.9406, -1.1595], [3.1852, -3.3842, 0.2075], [2.3922, -1.0893, 0.5942]], "lowdin_charge": [0.405, 1.031, -0.927, 1.028, 0.004, 0.003, 0.113, -0.198, -0.185, -0.173, -0.011, -0.034, -0.008, -0.024, 0.001, -0.165, 0.007, -0.022, -0.005, -0.031, -0.011, 0.105, 0.123, 0.128, 0.126, 0.129, 0.129, 0.127, 0.129, 0.122, 0.083], "total_charge": 2, "homo_energy_ev": -15.434, "molar_mass_g_mol": 667.4, "gap_ev": 6.937}

=====

(5)
{"formula": "C6H11N3O", "method": "wB97M-V/def2-TZVPD", "species": ["C", "C", "C", "N", "C", "N", "H", "H", "H", "H", "H", "H", "C", "C", "N", "O", "H", "H", "H", "H", "H"], "xyz": [[0.6349, -2.5178, -0.5418], [-0.5578, -1.6410, -0.7122], [-0.7049, -0.6605, -1.6587], [-1.9550, -0.1601, -1.4368], [-2.5221, -0.8733, -0.4329], [-1.6872, -1.7639, 0.0320], [0.3950, -3.4651, -0.0737], [1.4491, -2.0611, 0.0173], [1.0777, -2.7461, -1.5119], [0.0409, -0.1891, -2.2775], [-2.4188, 0.5566, -1.9857], [-3.5143, -0.5663, -0.1545], [1.5960, 0.9413, 0.7182], [0.5312, 1.9657, 1.0172], [0.9002, 2.9115, 1.9307], [-0.5085, 2.0545, 0.3976], [1.2222, 0.2011, 0.0257], [1.9498, 0.4612, 1.6320], [2.4429, 1.3677, 0.1658], [0.1521, 3.5566, 2.1435], [1.4766, 2.6281, 2.7057]], "lowdin_charge": [-0.051, -0.391, -0.091, 0.041, -0.201, 0.098, 0.073, 0.056, 0.074, 0.119, 0.153, 0.114, -0.006, -0.589, 0.139, 0.044, 0.037, 0.085, 0.093, 0.105, 0.095], "smiles": "Cc1c[nH]cn1.CC(N)=O", "homo_energy_ev": -8.278, "molar_mass_g_mol": 141.2, "gap_ev": 9.157}

=====

What is the formula in the fifth record?
C6H11N3O